# C3H3NO

An isolated molecule of C3H3NO in a non-equilibrium geometry (the ωB97M-V functional and the def2-TZVPD basis, the OMol25 dataset).

Geometry as XYZ:
```
8
Properties=species:S:1:pos:R:3:forces:R:3
N -0.105 -0.391 -2.568 -2.61 0.95 7.16
C -0.415 -0.162 -1.398 2.65 -1.92 -10.10
C -0.103 0.452 -0.187 -1.19 -0.36 0.98
C 0.122 -0.341 0.971 1.59 2.69 3.15
O -1.178 0.477 0.775 3.14 -0.89 0.68
H 0.563 1.253 -0.370 0.16 1.40 0.25
H 1.028 0.103 1.714 -3.04 -0.92 -1.78
H 0.088 -1.391 1.065 -0.70 -0.95 -0.34
```
Positions in Å, forces in eV/Å.

Computed properties:
molecular weight = 69.1 Da
SMILES = N#C[C@@H]1CO1
E_HOMO = -11.17 eV
energy relative to the best compared isomer or geometry (same formula, charge and spin) = 2.846 eV
total charge = 0
total energy = -6693.646 eV

Just the natural (NBO) charges please, in e? Sure, here they are:
1. N -0.260
2. C 0.244
3. C -0.097
4. C -0.077
5. O -0.447
6. H 0.230
7. H 0.195
8. H 0.212